Density functional theory data (wB97M-V/def2-TZVPD) for a structure of composition C29H48BrNOP2Zn at a distorted geometry.

```
83
Properties=species:S:1:pos:R:3:forces:R:3
P 1.192124 1.227851 -2.128205 -0.05 1.69 0.70
H -1.952785 -4.189757 0.578349 -0.26 0.37 0.10
C 1.860859 3.625674 -3.596851 -0.18 0.77 -0.49
H -2.679871 -3.016429 -3.224136 0.21 -0.37 0.09
C 2.839899 1.577985 -1.391480 -0.41 -0.41 0.06
C 0.319938 3.416911 1.340433 -0.63 -0.64 0.72
H 1.408536 4.521567 -4.033564 0.17 0.01 -0.01
H 3.749110 -4.937016 2.228472 -0.43 0.16 0.50
H 3.380298 -2.439756 2.032865 -0.92 -0.48 0.03
C 0.726713 2.717677 -3.157563 0.22 -0.30 0.07
H 2.465052 3.180374 -4.400528 -0.19 -0.04 0.40
H -1.025130 -3.400926 -2.676176 -0.38 -0.01 0.09
C 0.811801 -3.271234 4.128902 -0.36 -0.58 -0.59
C 2.638627 -3.071978 2.564121 0.32 -0.85 -0.74
N 2.135068 -5.181411 3.567190 0.22 -0.83 -0.51
H -1.723046 -0.950681 -2.514394 -0.17 -0.21 0.12
C 0.483896 -3.993153 -0.271115 0.48 -0.27 -0.09
H -0.907935 -2.221663 1.913429 -0.28 -0.10 -0.28
H 4.923013 1.635821 -1.617971 0.13 -0.11 -0.25
H -0.488309 3.986383 0.629558 0.71 -0.38 2.40
C 0.662148 -2.514303 -0.598146 -0.32 0.20 -0.04
H -4.063548 0.804848 2.089469 0.32 0.37 0.01
C 1.456190 4.161799 1.700413 0.27 0.97 -1.62
P -0.791394 -1.376430 -0.351829 0.17 0.50 0.23
H -2.389913 0.595455 2.569542 -0.23 0.52 -0.37
H -2.991256 -1.394919 -1.376563 0.32 -0.01 -0.04
H 2.792396 2.580521 -0.939087 -0.01 -0.06 -0.04
C -4.915755 1.529954 -0.382271 0.16 0.18 0.06
C 1.748685 0.257489 -4.754894 0.21 0.02 -0.21
H -3.742517 3.360867 2.274537 0.10 0.11 0.06
O -2.636046 1.455733 0.708018 0.36 -0.47 0.19
H -0.898931 1.663718 1.701763 1.56 -0.30 -0.03
H -3.329631 -3.106518 0.193563 0.16 -0.14 0.22
H -2.138118 3.052260 3.029230 -0.23 0.01 -0.04
H 0.994434 0.920356 -5.197815 0.28 -0.22 0.01
H 0.455533 -0.714494 -3.295186 0.50 0.06 -0.09
H -0.292494 -4.486176 -0.875824 0.33 0.24 0.33
C 1.139390 1.552285 2.774996 -0.42 0.83 -1.26
H -5.407833 2.062382 -1.199564 0.04 0.01 0.04
H 2.924502 4.611031 3.225477 -0.24 -1.02 -0.39
C 1.443288 -2.545067 3.089596 0.66 -0.13 1.20
C 2.077629 2.504265 3.374021 -1.04 -0.09 -0.99
H -5.527523 1.708971 0.511520 0.21 -0.14 -0.18
C 2.252034 3.835039 2.799963 -0.71 -0.78 0.20
H 2.878092 0.871150 -0.543580 0.11 0.22 -0.16
H -3.555690 3.163412 0.095733 -0.25 -0.29 -0.48
C 1.406136 -0.150452 -3.329207 -0.64 -0.41 0.68
H 1.447829 -2.086710 0.053474 -0.23 -0.17 -0.23
H -2.963108 2.068261 -1.205469 -0.23 -0.11 0.51
H 2.198433 -0.776687 -2.892203 -0.34 0.06 -0.09
H -0.084113 3.264653 -2.563044 0.51 0.00 -0.97
H 2.750045 0.701961 -4.854152 -0.40 -0.03 0.13
H 1.020705 -2.374218 -1.632683 -0.15 -0.10 0.28
C -1.664349 -2.072929 1.128222 0.11 0.36 -0.21
H 0.275132 -4.129977 0.799191 -0.02 -0.04 -0.33
C -3.083968 1.319067 2.087607 -0.32 -0.46 -0.59
H 0.093750 -2.802930 4.818690 0.08 -0.28 -0.74
C 1.140025 -4.642192 4.262873 0.03 1.20 0.13
C 2.907009 -4.455711 2.748462 -0.85 1.46 0.75
H -4.939434 0.464332 -0.640513 0.20 0.20 0.18
H -2.455612 -3.831574 -1.659100 0.34 0.29 -0.36
H 2.612734 2.180928 4.294919 -0.11 0.38 -1.03
H -3.646626 2.451347 3.763202 0.11 0.21 0.21
H -2.305037 -1.249642 1.490106 0.19 -0.30 -0.14
C -2.025013 -3.084612 -2.344393 -0.41 0.00 -0.43
H 2.520871 3.970917 -2.790270 -0.19 -0.26 -0.12
Br 1.833361 5.552823 0.185418 -0.25 -1.37 2.02
C -3.132663 2.642990 2.823405 -0.30 -0.39 0.01
H 0.211589 2.287216 -4.028855 -0.29 0.49 0.24
Zn 0.109424 2.868562 -0.575747 0.84 -2.81 -1.37
H 0.557607 -5.281236 4.966474 0.75 0.48 -0.59
C -2.523936 -3.311763 0.908822 -0.13 -0.17 0.50
H 1.758294 -0.666803 -5.339425 -0.05 0.17 -0.06
H 4.107649 2.153098 -3.091236 -0.08 -0.32 0.16
C 4.069437 1.429069 -2.268897 0.43 0.18 0.22
C 1.159625 0.092722 2.814690 -0.52 -3.93 0.69
C 0.116103 2.093999 1.902979 0.09 1.63 0.14
H 4.181532 0.407361 -2.643292 -0.02 0.22 -0.05
H -2.978299 -3.551063 1.878305 -0.11 -0.17 -0.28
C -3.501436 2.103632 -0.232562 -0.17 0.52 0.39
C -1.991753 -1.688714 -1.738949 0.38 0.14 0.30
C 1.075532 -1.176179 2.790385 1.49 5.45 1.05
H 1.440992 -4.489411 -0.481643 -0.26 -0.13 0.12
```
Positions in Å, forces in eV/Å.

Total charge = +2
Energy above the lowest of the compared OMol25 structures with the same formula, charge and spin = 81.4 kcal/mol
Kohn-Sham gap = 4.8 eV
Max |F| = 5.75 eV/Å

Density functional theory data (wB97M-V/def2-TZVPD) for a cluster of 18 separate species, C29H48Cl34N in total at a distorted geometry.

```
112
Properties=species:S:1:pos:R:3:forces:R:3
Cl 0.713823 -7.846833 -0.225226 0.32 -1.34 -1.37
C -0.249453 -1.440456 1.630520 -0.99 -0.10 0.82
C -0.423978 -15.534529 0.572643 -0.14 -0.09 0.40
Cl -4.324899 7.771398 5.599673 -0.05 0.20 -0.04
H 5.724824 -11.297215 -2.524825 0.29 0.02 -0.07
Cl 3.291015 -2.915977 -4.533451 0.08 0.09 -0.47
Cl -6.371717 7.759987 2.396816 -0.73 0.55 -0.46
C -6.457031 9.379275 1.693042 -0.05 0.10 -0.28
H 4.238159 -2.176326 -2.499351 -0.21 -0.06 -0.16
Cl -2.160895 11.506834 8.117315 0.04 -0.08 -0.04
C -3.008630 8.021335 -4.182590 0.34 -0.19 0.16
Cl -2.159116 11.872263 -8.580711 -0.01 -0.11 0.02
C 1.921780 7.534746 8.966052 0.18 0.26 0.17
Cl -4.271509 6.567074 0.224501 0.14 -0.13 -0.26
Cl -4.544291 7.188806 -3.912612 -0.04 0.11 -0.05
H 0.151260 -16.299586 1.093264 0.00 0.19 -0.16
Cl 3.126758 -11.963129 -1.895382 0.14 -0.06 -0.06
C -1.824620 -5.529490 1.602458 0.31 1.55 -1.16
C -0.548075 -2.712423 -2.149166 0.90 -0.77 0.37
H 4.865128 -1.418513 -6.747122 0.01 0.24 0.07
H 1.608888 -9.056797 -2.043518 0.18 0.08 0.15
C 0.492449 -6.249772 1.649361 -2.36 4.09 -0.66
C -1.847146 1.812042 0.756408 2.47 -3.74 2.62
Cl -4.241918 4.908033 5.041824 -0.31 -0.12 -0.40
C 0.838941 -5.039204 0.731258 -1.86 0.34 0.56
H -0.210125 -1.797369 -2.787041 -0.69 -1.40 1.19
C 3.748461 -3.092133 -2.830209 0.90 -0.93 0.27
Cl 7.192382 -9.942213 -3.779452 -0.08 0.01 0.06
H 0.077697 4.811518 7.727072 -1.07 -0.48 -0.20
H 6.718441 -10.239990 -1.488337 0.10 -0.11 -0.18
H -3.461129 6.679675 3.694357 -0.09 0.02 0.25
Cl -1.191164 2.904513 7.148982 0.00 -0.10 0.05
H 10.362506 -15.379070 -0.930316 0.11 0.07 0.21
H 2.958500 7.841689 8.830545 -0.21 -0.09 -0.10
C 1.895260 -8.908953 -1.002321 -0.42 -0.24 -0.11
H -1.690082 -2.728967 -2.006092 1.32 0.13 -0.50
H 1.324524 -6.959925 1.998117 -1.67 1.42 -0.32
H -1.193020 4.454461 8.928653 -0.05 -0.02 -0.20
C -2.771172 5.869233 0.851500 0.16 -0.39 -0.01
H -1.215994 -1.949116 2.037235 1.67 0.73 -0.84
Cl -4.631701 3.040351 -1.179397 -0.12 0.04 -0.10
C -3.776340 10.792007 8.049246 -0.04 -0.29 -0.15
H -5.593986 9.528788 1.044354 -0.05 -0.09 0.22
C 0.264019 9.808052 -6.578075 -0.07 -0.03 -0.33
C -1.677873 -4.285999 0.678247 3.82 -2.45 1.15
H -2.911450 -5.722072 1.973323 2.12 0.14 -0.59
H 1.944453 -4.918301 0.410801 -2.07 -0.21 0.57
H -1.730956 12.526384 -6.354982 -0.05 0.09 -0.24
H -0.579953 -0.041522 3.448657 0.75 0.13 -1.59
H -1.417309 -1.141033 -0.267335 1.57 -0.07 0.44
C -1.260846 0.965315 1.553657 -0.93 3.79 -3.32
C 6.722812 -10.889200 -2.363401 -0.32 0.22 0.11
C -2.428008 12.845864 -7.129287 -0.10 -0.04 0.35
Cl 3.519202 -8.206604 -0.946232 0.22 0.00 -0.05
Cl -3.241143 9.502818 -5.118961 0.07 0.06 -0.06
C -0.217931 0.025839 2.363000 -1.18 -0.24 -1.43
Cl 0.343419 8.187275 -5.877270 0.01 -0.03 -0.07
Cl 0.322984 -11.614496 -1.175019 -0.29 -0.35 -0.21
H 0.619840 -2.098903 2.031287 -1.27 1.28 -0.85
N -0.856539 -6.467814 2.086046 1.41 3.03 -2.40
C -4.324990 6.528760 4.340606 -0.03 -0.41 -0.19
H 1.520397 -13.627415 -1.435062 0.12 0.36 0.01
H 4.437028 -3.933746 -2.734815 0.09 0.16 -0.30
Cl 7.850817 -12.222736 -2.084699 0.00 -0.12 0.08
Cl 2.323310 -3.386071 -1.808739 0.48 1.19 -0.09
Cl 3.690067 0.613904 -6.529663 -0.03 -0.09 -0.06
Cl 1.697631 5.931548 8.254545 0.99 0.51 0.32
Cl 0.864663 8.723218 8.196952 0.05 0.03 0.10
H 0.326982 -0.430635 -0.280728 -1.07 -1.51 0.22
Cl -4.973986 11.845468 8.811893 -0.08 -0.05 -0.01
H -1.487504 -15.760529 0.645065 0.18 0.14 -0.11
C 1.506558 -12.671084 -1.951907 -0.14 -0.15 -0.09
Cl -0.118314 -13.967503 1.336557 -0.04 -0.24 0.03
Cl 6.499242 0.220077 -7.210144 0.10 -0.06 -0.07
H 1.687434 7.486334 10.029130 -0.07 -0.06 -0.24
H 9.835226 -13.778779 -0.346088 0.18 -0.11 0.16
H -3.452340 12.697774 -6.788202 0.14 0.07 -0.20
Cl 10.027014 -15.349027 1.404511 -0.10 -0.02 -0.04
H -2.570092 8.276945 -3.218251 -0.18 0.01 -0.15
H -2.178984 5.495428 0.017321 -0.13 0.17 0.15
H -0.199928 -3.648381 -2.749168 -0.87 1.52 0.91
H 4.596083 -0.623507 -8.320685 0.08 0.17 0.18
H 1.220438 -12.818647 -2.993211 0.08 0.16 0.17
C -0.961399 4.505503 7.864705 0.09 -0.11 0.00
H -2.337756 7.358922 -4.728682 -0.21 0.14 0.01
Cl -2.511811 4.560867 -2.481655 0.07 0.04 -0.15
C 4.870793 -0.466451 -7.277948 -0.20 -0.28 -0.05
H -4.830329 4.995316 -2.482108 0.23 -0.16 0.15
H -7.374809 9.464841 1.111784 0.11 -0.04 0.22
Cl 0.042634 -15.529787 -1.131962 -0.17 -0.36 -0.04
Cl -6.454390 10.622871 2.949069 0.00 0.05 -0.08
C -0.313268 -1.356208 0.021966 0.51 -0.48 0.49
H 1.127537 9.956825 -7.225746 -0.08 -0.04 0.24
H -3.762504 9.835464 8.570989 0.04 0.23 -0.01
H -5.242397 6.617295 3.757061 0.60 -0.25 0.70
C 10.483201 -14.632595 -0.145811 -0.19 0.06 -0.22
C -4.217091 4.096849 -2.533590 -0.38 -0.01 -0.12
H -0.653089 9.898202 -7.159655 0.10 -0.03 0.23
Cl -1.825114 7.076213 1.732453 0.11 0.02 -0.03
C -0.184199 -3.956919 0.184327 -1.60 -2.93 1.76
H -3.016550 5.048834 1.526328 -0.02 0.18 -0.06
Cl -2.174287 14.564110 -7.457295 -0.02 0.00 0.08
H -4.412452 3.569989 -3.467270 0.17 0.00 0.20
Cl 12.164191 -14.086146 -0.126046 -0.01 0.03 -0.10
H 1.905791 -9.867130 -0.483527 0.20 0.47 -0.06
Cl 0.270106 11.048659 -5.318140 0.05 0.09 -0.02
H -2.324900 2.392567 -0.133571 1.08 -1.51 2.42
C 0.218712 -2.705409 -0.731179 -2.50 -0.28 1.45
Cl -2.015958 5.703074 7.104879 0.40 0.17 0.42
H 0.864031 0.402707 2.277242 -1.87 -0.02 0.18
H -2.556783 -3.600677 0.369575 1.54 -1.46 0.73
H -4.052188 10.639175 7.006053 0.06 0.14 0.17
```
Positions in Å, forces in eV/Å.

Total charge = -1
Energy above the lowest of the compared OMol25 structures with the same formula, charge and spin = 152.2 kcal/mol
Kohn-Sham gap = 3.6 eV
Max |F| = 5.19 eV/Å

Density functional theory data (wB97M-V/def2-TZVPD) for a structure of composition C29H48ClIIrN6OP2 at a distorted geometry.

```
89
Properties=species:S:1:pos:R:3:forces:R:3
I -5.738527 1.552456 -0.698393 0.37 0.27 -0.11
H -5.817000 -3.639082 -1.742348 -0.06 0.01 0.03
C -4.116332 -2.363864 -2.179097 0.06 0.12 0.20
C 0.159468 -3.304781 -0.913083 0.14 -0.39 -1.48
H -2.311389 1.815315 -3.864535 -0.02 -0.07 0.04
H 2.284796 2.305354 -2.685872 0.00 0.05 -0.08
C -4.322119 -1.549594 0.468709 -0.51 -0.32 0.33
O -2.373454 1.494807 -1.351095 0.83 -0.09 0.48
H -3.055564 -0.105155 -0.291763 -0.21 -0.11 0.01
C -5.208243 -2.457072 -0.022126 0.23 0.25 0.02
C 3.283246 2.111188 -2.280582 0.14 -0.08 -0.02
H 5.241581 1.273209 -0.636983 0.02 -0.01 0.02
H -1.604944 4.444362 -0.550412 0.01 0.05 -0.04
H -1.703063 3.136901 2.913933 -0.08 -0.28 -0.04
Cl -6.474567 -3.014185 0.975746 0.10 0.08 -0.04
Ir -0.157812 1.333339 -0.551015 -0.59 0.10 -0.49
H 4.801240 -1.091637 3.808485 0.02 -0.05 0.01
H -2.103515 -2.766331 0.552069 0.04 0.02 0.03
N -3.136289 -1.137639 -0.284562 0.04 -0.05 -0.02
C -1.352322 3.085706 1.880822 0.21 0.55 -0.19
C -0.008952 4.967815 0.833677 0.02 -0.14 -0.12
H 1.155064 3.745361 -1.203315 0.01 -0.07 -0.09
H 1.904651 -4.391123 -1.527200 -0.11 -0.06 0.06
N 0.722119 -2.077645 2.105573 -1.40 -0.65 0.18
H 3.594412 2.935486 -1.636933 0.00 0.05 -0.01
H 5.328195 0.155647 -1.986823 -0.05 0.03 -0.06
H -0.448094 -4.657733 -2.443026 0.02 -0.04 0.03
H -2.090175 3.595003 1.262448 -0.10 -0.13 0.04
C -1.920340 -1.699521 0.445204 0.37 0.17 -0.33
H -2.250718 1.326673 1.383589 0.11 -0.21 -0.38
C 3.086481 2.035626 1.073824 -0.57 0.68 -0.24
C 1.400130 -2.946991 4.255443 -0.49 -0.24 0.13
H -4.790426 3.628002 -2.117514 0.02 0.02 0.00
H 0.701300 3.004117 1.326297 0.05 0.14 0.22
H 0.399413 4.044566 2.714470 0.04 -0.07 0.01
H -1.134885 -4.588060 0.303759 -0.05 0.05 -0.03
H -1.890502 -1.253291 1.439930 -0.04 -0.07 0.02
C 0.013431 3.747584 1.740311 0.05 0.06 0.15
H 3.978217 2.090088 -3.121296 -0.03 0.03 -0.04
N -1.291886 1.669860 1.432645 1.40 -0.29 -1.19
C 3.333301 0.755758 -1.562403 -0.96 0.53 -0.27
C 4.745799 0.423613 -1.102296 0.01 -0.06 0.25
H 2.300395 -2.937865 -0.628665 0.06 -0.04 -0.01
H 0.486484 -5.179499 0.026482 0.03 0.02 -0.18
C -3.139720 2.221667 -2.044873 -0.43 0.32 -0.14
H -0.812903 1.132542 2.155953 0.09 -0.16 -0.15
C 3.620692 -2.382622 5.042073 -0.02 0.12 -0.17
H 1.708844 -0.192890 -2.673160 -0.06 -0.08 -0.07
H 2.939160 -1.315517 -2.023722 -0.06 0.05 -0.01
H -0.111346 3.574692 -2.216013 0.08 -0.15 -0.03
H -0.635200 5.746592 1.271559 0.05 0.08 -0.02
H -0.421324 5.602488 -1.149072 0.00 -0.18 -0.20
H 1.735066 -2.848658 -2.324962 0.02 0.01 0.04
H 2.585963 2.049166 2.040862 0.06 -0.03 0.00
C 2.776288 -0.337412 -2.466634 0.15 0.03 0.09
H 0.234308 -3.916799 1.199412 0.00 -0.08 0.05
H -4.090072 -2.623583 -3.229248 0.06 0.00 -0.02
H -3.644188 2.894828 -3.908390 -0.07 0.01 0.07
C 2.376278 -3.034735 5.211497 -0.19 0.04 -0.17
C -3.186276 -1.510508 -1.698419 -0.06 -0.12 -0.43
P 2.174301 0.965747 -0.080591 0.42 -0.75 1.00
N 2.988671 -0.668346 1.889866 1.33 1.08 -0.10
P -0.252651 -1.426183 -0.401317 -0.24 0.57 2.05
H 4.379588 -2.492290 5.804908 0.03 0.03 -0.02
H -0.615200 -2.980506 -2.932016 -0.03 0.01 -0.04
H 3.154718 3.056401 0.695806 0.04 0.04 0.02
C -5.116154 -2.913373 -1.356914 -0.11 -0.15 -0.11
C -0.541327 4.687177 -0.564142 -0.25 0.37 0.37
H 4.093570 1.645331 1.207039 -0.09 -0.19 -0.07
C 2.081141 -0.533221 0.972444 -1.22 -0.57 0.09
H 1.002689 5.375065 0.773396 -0.03 0.11 -0.04
H 4.780389 -0.433072 -0.427581 -0.01 0.02 0.03
H 3.303014 -0.322579 -3.421526 0.00 0.04 -0.03
C -0.738860 -3.665657 -2.092196 0.08 0.04 -0.11
N 0.153580 3.555613 -1.232149 -0.02 -1.17 0.70
H -3.947466 3.544232 -0.551499 0.03 -0.03 0.00
N -3.010803 2.335321 -3.353497 0.24 -0.06 -0.03
H -1.787046 -3.725476 -1.814628 -0.05 0.00 0.02
H -2.419296 -1.052463 -2.303168 0.04 0.04 0.08
C 2.872124 -1.466371 2.949848 -1.40 -1.07 0.12
C 0.892838 -1.337615 1.050039 0.76 0.74 -0.01
C -0.093264 -4.278386 0.230939 -0.21 0.35 0.43
H 0.461539 -3.476918 4.358631 0.00 0.02 0.07
C -4.275158 2.977235 -1.418228 -0.22 -0.40 0.13
H 2.193615 -3.606208 6.111105 0.04 -0.08 -0.02
H -4.375156 -1.195812 1.486638 0.11 0.13 0.01
C 1.613989 -3.352984 -1.368269 0.01 0.24 0.04
C 1.610147 -2.175267 3.102609 1.48 0.70 -0.22
C 3.862318 -1.615385 3.935482 0.51 0.31 0.03
```
Positions in Å, forces in eV/Å.

Expectation value of S² = 0.79
Total charge = +4
Multiplicity = 2
Kohn-Sham gap (spin up / spin down) = 4.1 / 4.4 eV
Max |F| = 2.14 eV/Å